Entry 1:
# C3H8N2O2

C3H8N2O2 in the gas phase at a distorted geometry (ωB97M-V/def2-TZVPD, the OMol25 dataset).

Output
Spin multiplicity ... 1
Orbital gap ... 0.3681 Eh
SMILES string ... NC(=O)[C@@H](N)CO
Calculated total energy ... -10315.803 eV
Highest occupied orbital energy ... -0.341 hartree
Molecular weight ... 104.11 g/mol

Element x y z (Å)
N  1.389  -0.953  -0.178
C  0.170  -0.400  0.417
C  0.362  1.104  0.739
O  -0.628  1.617  1.599
C  -1.062  -0.589  -0.488
N  -0.827  -0.671  -1.844
O  -2.159  -0.795  -0.021
H  1.794  -0.315  -0.839
H  1.985  -1.190  0.562
H  -0.169  -0.913  1.309
H  0.412  1.758  -0.121
H  1.357  1.125  1.211
H  -0.823  1.004  2.314
H  -1.671  -0.712  -2.398
H  -0.132  -0.072  -2.263

Atoms 1-3, force components in eV/Å:
N -1.9 -0.3 -0.2
C -0.6 1.1 -1.6
C 0.3 -1.0 1.4

Mulliken atomic charge list, values in e, 5 entries: -0.68 0.12 -0.51 -0.51 0.26

---

Entry 2:
# C3H8N2O2

C3H8N2O2 in the gas phase at a distorted geometry (ωB97M-V/def2-TZVPD, the OMol25 dataset).

Output
Spin multiplicity ... 1
Orbital gap ... 0.3830 Eh
SMILES string ... NC(=O)[C@@H](N)CO
Calculated total energy ... -10315.825 eV
Highest occupied orbital energy ... -0.355 hartree
Molecular weight ... 104.11 g/mol

Element x y z (Å)
N  1.431  -0.313  0.195
C  0.134  0.367  0.002
C  -0.415  0.248  -1.416
O  0.598  0.560  -2.365
C  -0.759  -0.345  1.015
N  -0.547  -0.028  2.339
O  -1.669  -1.061  0.657
H  1.432  -1.329  0.207
H  2.015  -0.130  -0.616
H  0.359  1.409  0.232
H  -1.306  0.861  -1.522
H  -0.747  -0.778  -1.555
H  1.031  -0.266  -2.581
H  -1.367  -0.102  2.929
H  -0.190  0.908  2.479

Atoms 1-3, force components in eV/Å:
N 1.0 0.0 -0.8
C 1.1 -1.3 0.3
C 0.1 -0.8 0.4

Mulliken atomic charge list, values in e, 5 entries: -0.70 0.47 -0.79 -0.56 0.41

---

Entry 3:
# C3H8N2O2

C3H8N2O2 in the gas phase at a distorted geometry (ωB97M-V/def2-TZVPD, the OMol25 dataset).

Output
Spin multiplicity ... 1
Orbital gap ... 0.3982 Eh
SMILES string ... [H]/N=C/NOCOC
Calculated total energy ... -10310.798 eV
Highest occupied orbital energy ... -0.365 hartree
Molecular weight ... 104.11 g/mol

Element x y z (Å)
C  2.625  0.201  0.461
C  0.594  -0.549  -0.183
C  -1.935  -0.152  -0.222
H  2.501  1.107  -0.042
H  3.738  0.209  0.155
H  2.529  0.581  1.483
H  0.137  -1.499  -0.570
H  0.327  -0.653  0.830
H  -0.929  0.986  1.052
H  -1.646  -0.339  -1.189
H  -3.680  -1.047  0.272
N  -1.084  0.941  0.129
N  -2.949  -0.394  0.453
O  2.011  -0.823  -0.143
O  0.183  0.802  -0.657

Atoms 1-3, force components in eV/Å:
C 5.2 2.8 -0.3
C 1.9 -1.3 0.0
C -0.9 2.6 0.9

Mulliken atomic charge list, values in e, 5 entries: -0.91 -0.41 -0.03 0.36 0.32

---

Entry 4:
# C3H8N2O2

C3H8N2O2 in the gas phase at a distorted geometry (ωB97M-V/def2-TZVPD, the OMol25 dataset).

Output
Spin multiplicity ... 1
Orbital gap ... 0.3677 Eh
SMILES string ... [H]/N=N/[C@](C)(O)OC
Calculated total energy ... -10312.827 eV
Highest occupied orbital energy ... -0.342 hartree
Molecular weight ... 104.11 g/mol

Element x y z (Å)
C  0.088  0.361  0.064
C  0.432  1.901  -0.125
C  -1.853  -1.126  -0.281
N  1.969  -1.010  -0.085
N  1.188  -0.363  -0.801
O  0.191  -0.111  1.387
O  -1.255  0.182  -0.228
H  -0.047  2.111  -1.078
H  0.109  2.261  0.854
H  1.563  1.811  -0.234
H  -1.942  -1.404  0.717
H  -1.355  -1.951  -0.705
H  -2.762  -1.068  -0.692
H  1.030  -0.184  1.821
H  2.645  -1.411  -0.613

Atoms 1-3, force components in eV/Å:
C 1.1 -0.2 1.3
C 1.3 -3.8 0.4
C 3.0 0.8 2.0

Mulliken atomic charge list, values in e, 5 entries: 1.06 -1.18 -0.96 -0.43 -0.14

---

Entry 5:
# C3H8N2O2

C3H8N2O2 in the gas phase (ωB97M-V/def2-TZVPD, the OMol25 dataset).

Output
Spin multiplicity ... 1
Orbital gap ... 0.3781 Eh
SMILES string ... NC(=O)NCCO
Calculated total energy ... -10316.693 eV
Highest occupied orbital energy ... -0.355 hartree
Molecular weight ... 104.11 g/mol

Element x y z (Å)
N  -0.879  -1.168  2.204
C  -0.311  -0.829  0.997
O  0.375  -1.650  0.390
N  -0.573  0.433  0.537
C  -0.404  0.785  -0.882
C  1.025  0.812  -1.421
O  1.565  -0.446  -1.689
H  -0.472  -2.007  2.588
H  -1.102  -0.452  2.880
H  -1.334  0.918  0.994
H  -0.828  1.788  -0.981
H  -0.988  0.104  -1.512
H  1.658  1.423  -0.754
H  0.980  1.326  -2.390
H  1.288  -1.036  -0.959

Atoms 1-3, force components in eV/Å:
N 0.1 0.0 0.1
C 0.2 -0.2 -0.1
O -0.3 0.3 0.2

Mulliken atomic charge list, values in e, 5 entries: -0.49 0.64 -0.71 -0.24 -0.62

---

Entry 6:
# C3H8N2O2

C3H8N2O2 in the gas phase (ωB97M-V/def2-TZVPD, the OMol25 dataset).

Output
Spin multiplicity ... 1
Orbital gap ... 0.3407 Eh
SMILES string ... [NH3+]C(=O)NCC[O-]
Calculated total energy ... -10314.224 eV
Highest occupied orbital energy ... -0.327 hartree
Molecular weight ... 104.11 g/mol

Element x y z (Å)
N  1.589  1.093  0.431
C  0.514  0.782  -0.667
O  0.191  1.681  -1.395
N  0.452  -0.601  -0.927
C  -0.946  -1.008  -0.726
C  -1.295  -0.562  0.719
O  -0.635  0.630  0.944
H  1.771  2.096  0.409
H  2.460  0.566  0.385
H  1.014  -1.119  -0.256
H  -1.046  -2.083  -0.901
H  -1.551  -0.471  -1.461
H  -0.982  -1.365  1.418
H  -2.387  -0.459  0.826
H  0.852  0.820  1.201

Atoms 1-3, force components in eV/Å:
N 0.1 0.2 0.0
C 0.2 0.2 -0.3
O 0.1 -0.4 0.4

Mulliken atomic charge list, values in e, 5 entries: -0.39 0.64 -0.60 -0.44 -0.69

---

Entry 7:
# C3H8N2O2

A 3-piece molecular cluster, C3H8N2O2 overall at a distorted geometry (ωB97M-V/def2-TZVPD, the OMol25 dataset).

Output
Spin multiplicity ... 2
Charge ... +1
Orbital gap (alpha / beta) ... 0.3244 / 0.1768 Eh
Calculated total energy ... -10307.004 eV
Highest occupied orbital energy (alpha / beta) ... -0.482 / -0.482 hartree
Molecular weight ... 104.11 g/mol

Element x y z (Å)
C  1.406  0.029  2.725
C  -0.031  -0.144  2.720
N  -0.623  0.969  3.095
C  0.375  1.822  3.368
N  1.607  1.269  3.159
H  2.193  -0.674  2.483
H  -0.629  -1.021  2.512
H  0.165  2.839  3.679
H  2.514  1.678  3.356
H  -3.160  -3.691  -4.308
H  -3.353  -4.932  -3.473
O  -2.995  -4.031  -3.417
H  1.074  1.584  -5.950
H  0.484  2.567  -4.946
O  0.971  1.736  -5.003

Atoms 1-3, force components in eV/Å:
C 0.1 -0.6 0.0
C -0.6 -0.2 0.0
N 0.5 0.2 0.2

Mulliken atomic charge list, values in e, 5 entries: -0.06 0.00 -0.34 -0.06 0.01

---

Entry 8:
# C3H8N2O2P

A 2-piece molecular cluster, C3H8N2O2P overall at a distorted geometry (ωB97M-V/def2-TZVPD, the OMol25 dataset).

Output
Spin multiplicity ... 1
Charge ... +1
Orbital gap ... 0.3831 Eh
Calculated total energy ... -19598.267 eV
Highest occupied orbital energy ... -0.548 hartree
Molecular weight ... 135.08 g/mol

Element x y z (Å)
C  -2.640  -0.031  -1.207
C  -2.078  -0.144  -0.006
C  -0.689  0.127  0.284
N  -0.009  0.691  -0.717
N  -0.194  0.083  1.471
O  4.506  -0.629  -0.622
O  2.663  -0.328  1.023
P  3.131  -0.247  -0.615
H  -3.672  -0.165  -1.314
H  -2.012  0.107  -2.171
H  -2.573  -0.264  0.868
H  0.944  0.801  -0.671
H  -0.512  0.951  -1.588
H  0.866  0.116  1.429
H  -0.850  -0.193  2.184
H  3.119  -0.873  1.652

Atoms 1-3, force components in eV/Å:
C 2.4 -0.2 -1.0
C 0.9 0.7 -1.8
C -0.5 2.1 -3.0

Mulliken atomic charge list, values in e, 5 entries: -0.82 -0.25 1.03 -0.19 -0.27

---

Entry 9:
# C3H8N2O2S

C3H8N2O2S in the gas phase at a distorted geometry (ωB97M-V/def2-TZVPD, the OMol25 dataset).

Output
Spin multiplicity ... 3
Orbital gap (alpha / beta) ... 0.2344 / 0.2650 Eh
Calculated total energy ... -21144.588 eV
Highest occupied orbital energy (alpha / beta) ... -0.215 / -0.363 hartree
Molecular weight ... 136.18 g/mol

Element x y z (Å)
C  -0.550  1.682  -2.123
C  -0.336  0.517  -1.563
C  0.122  0.337  0.006
N  1.565  -0.030  0.017
N  0.033  -1.745  1.845
O  -2.037  -0.490  1.196
O  -0.928  -2.013  -0.431
S  -0.885  -1.053  0.641
H  -0.968  1.751  -3.092
H  -0.683  2.678  -1.576
H  -0.191  -0.390  -2.208
H  -0.151  1.145  0.719
H  1.717  -0.805  0.599
H  1.733  -0.351  -0.905
H  -0.323  -1.476  2.774
H  0.221  -2.765  1.522

Atoms 1-3, force components in eV/Å:
C -1.8 11.5 -3.2
C 2.5 -10.1 6.8
C -0.3 -0.7 -1.8

Mulliken atomic charge list, values in e, 5 entries: -0.89 -0.33 0.04 -0.66 -0.61

---

Entry 10:
# C3H8N2O2S2

C3H8N2O2S2 in the gas phase at a distorted geometry (ωB97M-V/def2-TZVPD, the OMol25 dataset).

Output
Spin multiplicity ... 1
Orbital gap (alpha / beta) ... 0.2813 / 0.2368 Eh
Calculated total energy ... -31982.617 eV
Highest occupied orbital energy (alpha / beta) ... -0.297 / -0.281 hartree
Molecular weight ... 168.24 g/mol

Element x y z (Å)
C  -1.478  -0.433  -0.539
C  -2.282  0.879  -0.251
C  0.355  -0.155  1.006
N  -0.685  -0.814  0.595
N  2.730  -0.879  0.135
O  1.283  0.332  -1.523
O  2.346  1.575  0.399
S  -1.208  2.317  0.080
S  1.709  0.375  -0.136
H  -2.185  -1.297  -0.736
H  -0.866  -0.223  -1.444
H  -2.877  1.144  -1.280
H  -2.848  0.749  0.702
H  0.564  0.014  2.007
H  -1.166  -1.597  1.190
H  2.897  -1.516  -0.657
H  3.714  -0.469  0.454

Atoms 1-3, force components in eV/Å:
C -0.9 -0.3 -1.6
C -0.3 1.0 -0.9
C 0.8 2.5 -2.4

Mulliken atomic charge list, values in e, 5 entries: -0.56 -0.51 -0.45 -0.08 -0.57

---

Entry 11:
# C3H8N2OS

C3H8N2OS in the gas phase at a distorted geometry (ωB97M-V/def2-TZVPD, the OMol25 dataset).

Output
Spin multiplicity ... 1
Orbital gap ... 0.3694 Eh
SMILES string ... NC(=O)[C@H](N)CS
Calculated total energy ... -19103.744 eV
Highest occupied orbital energy ... -0.340 hartree
Molecular weight ... 120.18 g/mol

Element x y z (Å)
N  -0.759  1.261  -0.133
C  -0.361  -0.105  0.283
C  0.999  -0.042  0.920
S  1.176  1.104  2.326
C  -0.246  -1.000  -0.944
N  -0.611  -0.462  -2.200
O  0.117  -2.148  -0.828
H  -0.272  1.936  0.437
H  0.317  0.465  3.130
H  -1.761  1.325  -0.190
H  -1.074  -0.498  1.010
H  1.229  -1.025  1.324
H  1.758  0.267  0.198
H  0.091  0.200  -2.523
H  -0.603  -1.277  -2.809

Atoms 1-3, force components in eV/Å:
N 0.8 -1.3 -0.3
C -0.4 2.0 -0.8
C 0.5 -0.4 0.8

Mulliken atomic charge list, values in e, 5 entries: -0.56 0.58 -1.12 -0.19 0.18

---

Entry 12:
# C3H8N2OS

C3H8N2OS in the gas phase at a distorted geometry (ωB97M-V/def2-TZVPD, the OMol25 dataset).

Output
Spin multiplicity ... 1
Orbital gap ... 0.3547 Eh
SMILES string ... NC(=O)[C@@H](N)CS
Calculated total energy ... -19103.096 eV
Highest occupied orbital energy ... -0.338 hartree
Molecular weight ... 120.18 g/mol

Element x y z (Å)
N  0.730  -1.261  -0.909
C  0.194  -0.319  0.048
C  0.363  1.167  -0.291
S  2.159  1.671  -0.403
C  -1.321  -0.557  0.199
N  -1.784  -0.569  1.474
O  -2.022  -0.688  -0.783
H  0.187  -1.224  -1.766
H  1.683  -0.976  -1.112
H  0.627  -0.525  1.034
H  -0.139  1.801  0.430
H  0.036  1.323  -1.315
H  3.331  1.007  -0.462
H  -1.259  -0.238  2.262
H  -2.784  -0.612  1.595

Atoms 1-3, force components in eV/Å:
N 0.1 0.3 0.1
C -0.9 -0.1 0.7
C 1.3 -2.3 -0.7

Mulliken atomic charge list, values in e, 5 entries: -0.61 -0.01 -0.50 -0.35 0.33

---

Entry 13:
# C3H8N2OS

C3H8N2OS in the gas phase (ωB97M-V/def2-TZVPD, the OMol25 dataset).

Output
Spin multiplicity ... 1
Orbital gap ... 0.3570 Eh
SMILES string ... [H]/N=C(/NOC)SC
Calculated total energy ... -19101.519 eV
Highest occupied orbital energy ... -0.328 hartree
Molecular weight ... 120.18 g/mol

Element x y z (Å)
C  2.611  -0.303  -0.159
C  -0.800  0.195  -0.761
C  0.006  0.378  1.939
H  2.572  0.536  0.573
H  3.156  0.036  -1.045
H  3.133  -1.173  0.245
H  0.662  0.370  -2.019
H  -2.581  0.435  -1.438
H  0.431  1.284  1.545
H  0.749  -0.390  2.024
H  -0.447  0.556  2.933
N  0.567  0.330  -0.995
N  -1.587  0.397  -1.747
O  1.307  -0.752  -0.483
S  -1.368  -0.146  0.883

Atoms 1-3, force components in eV/Å:
C 0.1 0.4 0.4
C -0.8 0.2 -0.2
C -0.8 0.0 0.5

Mulliken atomic charge list, values in e, 5 entries: -0.57 0.43 -0.73 0.28 0.27

---

Entry 14:
# C3H8N2OS2

C3H8N2OS2 in the gas phase at a distorted geometry (ωB97M-V/def2-TZVPD, the OMol25 dataset).

Output
Spin multiplicity ... 1
Orbital gap ... 0.2984 Eh
SMILES string ... CCC(=S)[S@@](=N)(N)=O
Calculated total energy ... -29936.014 eV
Highest occupied orbital energy ... -0.329 hartree
Molecular weight ... 152.24 g/mol

Element x y z (Å)
C  -0.572  0.570  -0.618
C  -1.078  -1.710  0.058
C  -0.309  -0.846  -0.969
N  1.767  1.157  0.641
N  0.022  2.949  0.679
O  -0.410  0.752  1.984
S  -1.647  1.499  -1.422
S  0.229  1.325  0.828
H  -2.197  -1.811  -0.139
H  -0.838  -1.288  0.961
H  -0.608  -2.662  -0.160
H  0.741  -1.158  -0.802
H  -0.659  -1.030  -1.950
H  1.897  0.194  1.063
H  -0.845  3.521  0.567
H  0.762  3.368  0.205

Atoms 1-3, force components in eV/Å:
C -1.2 1.5 -0.9
C -1.3 -1.2 -3.2
C 0.3 0.2 1.7

Mulliken atomic charge list, values in e, 5 entries: 0.20 -0.96 -0.64 -0.72 -0.49

---

Entry 15:
# C3H8N2S

A 2-piece molecular cluster, C3H8N2S overall at a distorted geometry (ωB97M-V/def2-TZVPD, the OMol25 dataset).

Output
Spin multiplicity ... 1
Orbital gap (alpha / beta) ... 0.2997 / 0.2683 Eh
Calculated total energy ... -17051.746 eV
Highest occupied orbital energy (alpha / beta) ... -0.281 / -0.278 hartree
Molecular weight ... 104.18 g/mol

Element x y z (Å)
C  -2.632  -0.348  -0.385
C  1.496  -0.280  -1.159
C  1.034  0.368  1.263
N  -2.436  0.835  -0.337
N  0.991  -0.546  0.166
S  -0.254  -1.669  0.279
H  -3.431  -1.038  -0.145
H  2.105  -1.147  -1.485
H  0.831  -0.023  -1.865
H  2.236  0.526  -1.030
H  2.113  0.745  1.612
H  0.490  1.330  1.273
H  0.645  -0.231  2.086
H  -3.187  1.479  -0.273

Atoms 1-3, force components in eV/Å:
C 1.4 -1.9 1.0
C 4.3 -0.6 2.7
C 2.3 1.5 2.3

Mulliken atomic charge list, values in e, 5 entries: -0.12 -0.86 -0.79 -0.38 0.00

---

Entry 16:
# C3H8N2S

A 2-piece molecular cluster, C3H8N2S overall at a distorted geometry (ωB97M-V/def2-TZVPD, the OMol25 dataset).

Output
Spin multiplicity ... 1
Orbital gap ... 0.2695 Eh
Calculated total energy ... -17051.379 eV
Highest occupied orbital energy ... -0.285 hartree
Molecular weight ... 104.18 g/mol

Element x y z (Å)
C  0.493  0.675  0.270
C  1.863  0.131  0.239
C  -0.661  -1.269  -0.521
N  -1.859  0.392  0.375
N  -0.568  -0.004  0.048
S  -0.036  3.101  0.056
H  2.586  0.617  -0.429
H  2.328  0.182  1.239
H  1.809  -0.977  0.096
H  0.092  -1.473  -1.221
H  -0.420  -1.991  0.372
H  -1.606  -1.327  -1.010
H  -1.688  1.228  0.964
H  -2.332  0.716  -0.477

Atoms 1-3, force components in eV/Å:
C -0.8 4.4 -0.3
C 0.2 -1.6 0.5
C 1.3 -3.5 2.2

Mulliken atomic charge list, values in e, 5 entries: 0.22 -0.82 -0.98 -0.78 0.30

---

Entry 17:
# C3H8N2S

C3H8N2S in the gas phase at a distorted geometry (ωB97M-V/def2-TZVPD, the OMol25 dataset).

Output
Spin multiplicity ... 1
Orbital gap ... 0.3509 Eh
SMILES string ... [H]/N=C(\C)NSC
Calculated total energy ... -17055.550 eV
Highest occupied orbital energy ... -0.317 hartree
Molecular weight ... 104.18 g/mol

Element x y z (Å)
C  1.785  1.382  -0.168
C  -1.123  -0.598  0.396
C  -0.287  -1.275  -0.681
H  2.120  0.363  -0.158
H  2.042  1.777  0.782
H  2.284  2.006  -0.891
H  -1.522  1.325  1.171
H  -0.453  -2.369  -0.638
H  0.744  -1.112  -0.441
H  -0.556  -0.887  -1.633
H  -2.132  -2.087  1.105
N  -0.870  0.814  0.583
N  -2.072  -1.048  1.121
S  0.039  1.707  -0.550

Atoms 1-3, force components in eV/Å:
C -0.8 0.6 0.3
C -0.9 1.7 0.4
C -0.7 -1.1 1.9

Mulliken atomic charge list, values in e, 5 entries: -0.79 0.76 -1.14 0.28 0.29